*1*
9
Properties=species:S:1:pos:R:3:nbo_charge:R:1 method="wB97M-V/def2-TZVPD" orbital_gap_ha=0.3592 e_homo_ev=-10.17 total_charge=0
C -0.615 -0.941 -0.028 -0.245
O 3.217 -0.239 0.136 -1.042
O 0.849 -0.878 0.072 -0.853
P 1.906 0.309 -0.093 1.784
H -0.919 -0.375 0.789 0.193
H -0.838 -2.059 0.238 0.208
H -1.117 -0.696 -0.961 0.196
H 1.759 0.810 -1.519 -0.074
H 0.765 1.632 1.017 -0.166

***

*2*
9
Properties=species:S:1:pos:R:3:nbo_charge:R:1 method="wB97M-V/def2-TZVPD" orbital_gap_ha=0.3150 e_homo_ev=-10.00 total_charge=0
C -1.014 0.965 -0.860 -0.167
O 1.240 -1.241 2.097 -1.082
O -0.513 -0.137 0.797 -0.960
P 0.834 -0.828 0.769 1.851
H -0.321 1.619 -0.304 0.257
H -2.119 0.942 -0.898 0.222
H -0.696 0.343 -1.724 0.202
H 0.924 -1.884 -0.156 -0.140
H 1.663 0.221 0.278 -0.182

***

Energetically preferred structure: *1* | next structure: +0.052 eV

***

*1*
9
Properties=species:S:1:pos:R:3:nbo_charge:R:1 method="wB97M-V/def2-TZVPD" orbital_gap_ha=0.3434 e_homo_ev=-8.24 total_charge=0
P 0.206 0.371 -2.042 0.192
C -0.283 -0.093 0.051 -0.392
C 0.632 -0.450 1.122 -0.181
C -0.496 -1.094 1.210 -0.169
H 1.118 1.403 -1.446 -0.018
H -0.869 1.101 -1.982 -0.057
H -0.879 0.855 0.167 0.161
H 1.712 -0.227 1.449 0.233
H -1.142 -1.865 1.470 0.229

***

*2*
9
Properties=species:S:1:pos:R:3:nbo_charge:R:1 method="wB97M-V/def2-TZVPD" orbital_gap_ha=0.3324 e_homo_ev=-8.59 total_charge=0
P 2.333 0.102 -0.030 0.473
C 0.747 -0.141 0.131 -0.472
C -0.518 -0.967 0.047 -0.469
C -0.923 0.458 -0.125 -0.388
H 2.352 1.631 0.193 -0.043
H -0.804 -1.526 -0.849 0.221
H -0.847 -1.288 1.013 0.230
H -1.430 0.812 0.757 0.218
H -0.911 0.920 -1.137 0.230

***

Energetically preferred structure: *2* | next structure: +1.221 eV

***

*1*
6
Properties=species:S:1:pos:R:3:nbo_charge:R:1 method="wB97M-V/def2-TZVPD" orbital_gap_ha=0.2795 e_homo_ev=-9.37 total_charge=0
F -0.328 3.294 1.180 -0.424
C -0.120 2.074 0.193 -0.171
S 1.026 2.255 -0.892 0.247
P -0.876 0.700 1.122 0.405
I -2.768 0.048 -0.304 -0.060
H 0.057 -0.364 0.975 0.003

***

*2*
6
Properties=species:S:1:pos:R:3:nbo_charge:R:1 method="wB97M-V/def2-TZVPD" orbital_gap_ha="0.2726 / 0.2636" e_homo_ev="-8.09 / -8.56" total_charge=0
C -0.833 1.106 0.485 0.057
F 0.012 1.311 1.446 -0.301
P 0.986 -1.209 -0.035 0.164
S -0.578 -0.144 -0.717 0.042
I 2.186 -2.037 -2.001 -0.103
H -1.773 0.973 0.823 0.140

***

Energetically preferred structure: *1* | next structure: +0.653 eV

***

*1*
10
Properties=species:S:1:pos:R:3:nbo_charge:R:1 method="wB97M-V/def2-TZVPD" orbital_gap_ha=0.3637 e_homo_ev=-9.57 total_charge=0
C -1.563 -1.618 -0.117 -0.743
C -1.143 -0.240 -0.215 0.390
N -0.745 0.845 -0.350 -0.395
H -2.347 -1.898 -0.775 0.274
H -1.503 -1.791 0.955 0.276
H -0.664 -2.331 -0.478 0.271
O 3.507 1.672 0.525 -0.302
N 2.369 1.351 0.584 0.326
O 1.490 2.286 0.032 -0.592
H 0.599 1.724 -0.161 0.494

***

*2*
10
Properties=species:S:1:pos:R:3:nbo_charge:R:1 method="wB97M-V/def2-TZVPD" orbital_gap_ha=0.4091 e_homo_ev=-10.51 total_charge=0
O 0.595 1.673 2.102 -0.553
C 0.336 1.317 0.948 0.523
N 0.915 0.136 0.350 -0.483
N 0.351 -0.463 -0.742 -0.476
C -0.979 -0.930 -0.770 0.502
O -1.387 -1.448 -1.813 -0.572
H -0.471 1.740 0.215 0.126
H 1.227 -0.614 1.106 0.389
H 0.898 -0.444 -1.628 0.406
H -1.485 -0.966 0.231 0.139

***

Energetically preferred structure: *2* | next structure: +2.193 eV

***

*1*
20
Properties=species:S:1:pos:R:3:nbo_charge:R:1 method="wB97M-V/def2-TZVPD" orbital_gap_ha=0.3029 e_homo_ev=-7.64 total_charge=0
C 2.036 -0.439 0.649 -0.523
C 1.535 -0.345 -0.581 0.201
C 2.438 -0.432 -1.769 -0.663
N 0.165 -0.093 -0.795 -0.612
C -0.462 -0.597 -1.993 -0.416
H 3.046 -0.771 0.854 0.195
H 1.415 -0.499 1.543 0.200
H 3.330 -0.958 -1.430 0.225
H 2.778 0.564 -2.070 0.228
H 1.940 -1.062 -2.499 0.214
H -0.324 -0.305 0.062 0.380
H -0.639 -1.671 -2.071 0.172
H 0.027 -0.182 -2.853 0.201
H -1.493 -0.269 -1.995 0.198
O -4.057 1.237 1.657 -0.966
H -4.910 1.518 1.992 0.482
H -3.796 1.621 0.814 0.485
O -0.774 0.750 3.187 -0.937
H -0.620 0.743 4.140 0.463
H -1.636 1.191 3.157 0.475

***

*2*
20
Properties=species:S:1:pos:R:3:nbo_charge:R:1 method="wB97M-V/def2-TZVPD" orbital_gap_ha=0.3524 e_homo_ev=-8.97 total_charge=0
C 2.047 -0.685 -2.126 -0.422
N 1.653 -1.077 -0.753 -0.606
C 0.176 -0.887 -0.597 -0.260
C -0.229 0.092 0.465 -0.455
C -0.655 -0.302 1.859 -0.077
O -0.501 0.819 2.739 -0.710
H 1.412 -1.128 -2.887 0.186
H 1.992 0.413 -2.326 0.159
H 3.044 -0.956 -2.418 0.198
H 2.176 -0.340 -0.284 0.349
H -0.438 -0.958 -1.484 0.203
H -0.032 -1.929 -0.268 0.201
H 0.572 0.842 0.594 0.212
H -1.064 0.744 0.109 0.190
H 0.074 -1.044 2.280 0.171
H -1.515 -0.973 1.964 0.181
H -1.348 1.272 2.659 0.469
O -2.745 1.975 0.415 -0.929
H -2.583 1.484 -0.382 0.469
H -2.035 2.636 0.440 0.473

***

*3*
20
Properties=species:S:1:pos:R:3:nbo_charge:R:1 method="wB97M-V/def2-TZVPD" orbital_gap_ha=0.3644 e_homo_ev=-9.42 total_charge=0
C -0.654 3.232 1.323 -0.636
C -0.187 1.779 1.322 0.083
O 1.205 1.696 0.925 -0.743
C -1.124 0.718 0.753 -0.423
C -0.911 0.435 -0.784 -0.235
N 0.357 -0.237 -1.043 -0.868
H 0.004 3.776 0.648 0.226
H -0.716 3.642 2.321 0.216
H -1.655 3.327 0.878 0.196
H -0.088 1.537 2.393 0.165
H 1.241 1.125 0.132 0.484
H -1.009 -0.249 1.250 0.203
H -2.173 0.969 0.926 0.211
H -1.724 -0.246 -1.068 0.177
H -1.148 1.383 -1.266 0.197
H 0.828 0.157 -1.838 0.373
H 0.194 -1.219 -1.145 0.373
O 1.289 -6.363 -1.874 -0.928
H 0.650 -7.085 -1.970 0.466
H 0.712 -5.610 -1.799 0.462

***

*4*
20
Properties=species:S:1:pos:R:3:nbo_charge:R:1 method="wB97M-V/def2-TZVPD" orbital_gap_ha=0.3454 e_homo_ev=-8.76 total_charge=0
C 1.276 -0.081 0.260 -0.397
C -0.016 -0.077 -0.076 -0.188
C -0.814 1.022 0.555 -0.468
C -1.282 1.964 -0.591 -0.197
N -0.233 2.565 -1.363 -0.863
H 1.597 0.753 0.908 0.172
H 2.062 -0.604 -0.206 0.213
H -0.462 -0.767 -0.766 0.208
H -1.757 0.602 0.921 0.206
H -0.384 1.427 1.493 0.216
H -1.964 2.803 -0.068 0.158
H -2.036 1.449 -1.207 0.191
H 0.658 2.476 -0.917 0.370
H -0.242 2.416 -2.359 0.376
O 1.789 -2.932 -1.197 -0.932
H 0.834 -2.938 -0.985 0.470
H 2.074 -3.182 -0.300 0.465
O -0.357 -2.412 1.626 -0.960
H -0.192 -2.976 2.386 0.477
H -0.549 -1.509 1.885 0.485

***

Energetically preferred structure: *3* | next structure: +0.308 eV

***

*1*
9
Properties=species:S:1:pos:R:3:nbo_charge:R:1 method="wB97M-V/def2-TZVPD" orbital_gap_ha=0.3776 e_homo_ev=-11.01 total_charge=0
N -0.378 -2.913 -0.669 -0.192
C -0.425 -1.892 -0.193 -0.239
Si -0.804 -0.157 0.181 1.644
O -0.485 0.382 1.656 -1.124
N 0.914 0.856 -0.591 0.305
O 1.415 0.706 -1.661 -0.350
O 1.387 1.675 0.192 -0.447
H -2.011 0.323 -0.520 -0.150
H 0.387 1.021 1.605 0.553

***

*2*
9
Properties=species:S:1:pos:R:3:nbo_charge:R:1 method="wB97M-V/def2-TZVPD" orbital_gap_ha=0.3607 e_homo_ev=-11.08 total_charge=0
N 0.013 1.026 -2.745 -0.289
C -0.178 0.231 -1.933 -0.200
Si -0.945 -1.074 -0.709 1.748
O -0.246 -2.392 -0.419 -1.135
H -2.204 -0.492 -0.286 -0.192
O -0.574 0.715 1.042 -0.318
N 0.359 1.042 1.723 0.408
O 1.479 0.268 1.545 -0.526
H 2.296 0.676 1.782 0.503

***

Energetically preferred structure: *1* | next structure: +1.339 eV